Molecular formula: C22H28Cl4IrN2O5PS
Method: DFT, ωB97M-V/def2-TZVPD

Values from the calculation:
energy relative to the best compared isomer or geometry (same formula, charge and spin): 1.194 eV
molecular weight: 797.5 u
E_tot: -4025.5736 Eh
HOMO level: -7.49 eV
lowest unoccupied orbital energy: -0.1 eV

XYZ file:
```
64
C22H28Cl4IrN2O5PS (ωB97M-V/def2-TZVPD)
Ir -0.047 1.133 -0.124
Cl 6.706 4.888 -0.194
C 5.071 4.297 -0.110
C 4.837 2.940 -0.004
C 3.529 2.501 0.060
Cl 3.176 0.813 0.132
C 2.409 3.346 0.041
O 1.175 2.935 0.130
C 2.721 4.716 -0.106
Cl 1.424 5.860 -0.275
C 4.017 5.192 -0.172
H 5.651 2.231 0.022
H 4.196 6.251 -0.284
C -4.548 -2.074 -1.366
C -3.893 -2.197 0.002
N -2.526 -2.705 -0.055
C -2.383 -4.155 0.108
C -2.146 -4.541 1.559
C -1.434 -1.940 -0.224
S -1.776 -0.254 -0.580
N -0.279 -2.571 -0.138
C 0.891 -1.988 -0.431
O 1.096 -0.798 -0.757
C 2.051 -2.932 -0.384
C 1.864 -4.269 -0.038
C 2.944 -5.134 0.014
C 4.219 -4.673 -0.283
C 4.410 -3.346 -0.639
C 3.330 -2.481 -0.694
H -5.577 -1.728 -1.261
H -4.567 -3.038 -1.876
H -4.009 -1.365 -1.993
H -4.453 -2.901 0.621
H -3.892 -1.242 0.526
H -1.560 -4.494 -0.517
H -3.303 -4.603 -0.275
H -1.214 -4.101 1.910
H -2.080 -5.625 1.658
H -2.958 -4.192 2.199
H 0.869 -4.615 0.198
H 2.793 -6.171 0.286
H 5.063 -5.350 -0.240
H 5.402 -2.985 -0.879
H 3.469 -1.456 -0.997
C -3.829 2.098 0.188
O -2.865 2.536 -0.771
P -1.363 2.889 -0.335
O -0.898 3.711 -1.609
C -0.688 3.029 -2.849
O -1.626 4.010 0.736
C -1.174 4.123 2.091
H -4.553 2.898 0.331
H -3.368 1.852 1.146
H -4.314 1.209 -0.211
H -0.251 3.757 -3.526
H -1.634 2.661 -3.243
H 0.012 2.196 -2.730
H -0.239 4.670 2.114
H -1.051 3.149 2.549
H -1.954 4.669 2.616
Cl 0.481 -0.482 2.487
C -0.282 1.026 1.883
H 0.251 1.842 2.360
H -1.322 0.981 2.201
```

Atomic partial charges in e from the natural (NBO) method, atoms 1 to 2: 0.576 -0.012